A cluster of 25 separate species, C37H124N26O37 in total, computed with the ωB97M-V functional and the def2-TZVPD basis.

**Frontier orbital gap**: 7.95 eV
**Largest force on an atom**: 10.7 eV Å⁻¹
**Lowest unoccupied orbital energy**: -0.83 eV
**HOMO level**: -8.78 eV

Last column: Löwdin charge in e.
Positions of all 224 atoms, in Å:
C: -2.630 -3.932 1.708  -0.866
O: -2.631 -2.854 1.250  0.067
N: -3.645 -4.624 1.823  0.196
N: -1.634 -4.554 2.291  0.209
H: -3.438 -5.598 1.992  0.104
H: -4.393 -4.356 1.200  0.120
H: -0.796 -4.053 2.550  0.050
H: -1.646 -5.532 2.542  0.088
C: 1.651 -4.043 2.090  -0.747
O: 0.722 -3.372 2.472  0.039
N: 2.034 -5.133 2.634  0.198
N: 2.198 -3.977 0.931  0.206
H: 2.485 -5.738 1.963  0.114
H: 1.340 -5.594 3.204  0.105
H: 1.824 -3.330 0.252  0.111
H: 2.953 -4.614 0.720  0.123
C: -6.443 -1.831 0.821  -0.775
O: -6.994 -1.713 1.905  0.019
N: -5.151 -1.966 0.607  0.184
N: -7.075 -1.552 -0.271  0.164
H: -4.825 -2.194 -0.322  0.070
H: -4.563 -2.310 1.353  0.057
H: -8.027 -1.218 -0.309  0.128
H: -6.459 -1.355 -1.046  0.076
C: 3.574 3.264 -0.652  -0.707
O: 3.758 3.577 0.549  0.001
N: 2.656 3.778 -1.461  0.183
N: 4.046 2.234 -1.275  0.177
H: 2.221 4.646 -1.180  0.079
H: 2.652 3.461 -2.420  0.076
H: 3.860 2.250 -2.268  0.058
H: 4.822 1.687 -0.931  0.081
C: 0.023 -0.917 4.409  -0.823
O: 1.154 -1.091 4.668  0.048
N: -0.404 -0.504 3.342  0.214
N: -1.054 -1.179 5.176  0.219
H: 0.248 -0.264 2.609  0.099
H: -1.341 -0.189 3.136  0.084
H: -0.761 -1.589 6.051  0.098
H: -1.978 -0.992 4.813  0.060
C: 5.507 -2.537 5.594  -0.792
O: 6.540 -3.089 5.955  0.013
N: 4.426 -2.738 6.285  0.160
N: 5.335 -1.613 4.714  0.170
H: 3.596 -2.196 6.092  0.085
H: 4.552 -3.366 7.066  0.125
H: 6.177 -1.338 4.227  0.104
H: 4.452 -1.434 4.258  0.088
C: 3.673 1.601 -4.824  -0.690
O: 3.427 2.544 -4.072  0.030
N: 3.827 0.329 -4.507  0.176
N: 3.856 1.693 -6.132  0.171
H: 3.662 0.060 -3.547  0.071
H: 4.029 -0.419 -5.155  0.112
H: 3.790 2.596 -6.581  0.128
H: 4.229 0.863 -6.569  0.108
C: 4.731 -0.380 1.772  -0.683
O: 5.327 -0.867 0.832  0.032
N: 3.412 -0.228 1.939  0.208
N: 5.348 0.397 2.686  0.153
H: 2.825 -0.634 1.225  0.077
H: 3.018 0.435 2.591  0.088
H: 6.350 0.475 2.582  0.120
H: 4.933 1.212 3.113  0.097
C: -0.336 -4.306 -2.760  -0.712
O: -0.731 -5.366 -2.184  -0.017
N: 0.397 -4.234 -3.803  0.193
N: -0.847 -3.159 -2.385  0.204
H: 0.773 -3.427 -4.281  0.087
H: 0.520 -5.099 -4.309  0.138
H: -1.440 -3.153 -1.567  0.120
H: -0.511 -2.420 -2.986  0.066
C: -3.784 1.190 2.523  -0.822
O: -3.051 0.630 3.270  0.050
N: -4.995 0.962 2.408  0.230
N: -3.348 2.027 1.620  0.204
H: -5.432 1.328 1.574  0.100
H: -5.451 0.272 2.988  0.130
H: -2.348 2.140 1.539  0.117
H: -3.987 2.261 0.873  0.064
C: 2.540 7.072 -3.385  -0.795
O: 1.991 6.726 -4.367  0.053
N: 3.538 7.968 -3.290  0.157
N: 1.974 6.748 -2.255  0.164
H: 3.947 8.205 -2.397  0.098
H: 3.685 8.529 -4.117  0.108
H: 1.192 6.109 -2.299  0.105
H: 2.373 7.189 -1.439  0.081
C: 2.513 2.249 4.431  -0.767
O: 3.175 3.310 4.316  -0.004
N: 1.221 2.163 4.402  0.191
N: 2.999 1.157 4.953  0.161
H: 0.797 2.995 4.017  0.116
H: 0.721 1.321 4.651  0.094
H: 2.486 0.287 4.944  0.066
H: 3.982 1.253 5.164  0.116
C: -4.385 -1.914 5.487  -0.738
O: -3.819 -0.883 5.890  0.008
N: -4.370 -2.402 4.295  0.185
N: -5.164 -2.678 6.243  0.154
H: -4.906 -3.168 3.914  0.109
H: -3.663 -1.998 3.697  0.093
H: -5.561 -3.481 5.777  0.102
H: -5.106 -2.620 7.250  0.116
C: 1.416 8.348 2.005  -0.299
C: 2.126 7.089 1.989  -0.228
O: 2.440 6.514 0.690  -0.082
O: 2.320 9.360 1.847  -0.044
H: 1.127 8.396 3.055  0.128
H: 0.550 8.524 1.366  0.129
H: 1.621 6.349 2.610  0.112
H: 3.037 7.201 2.578  0.132
H: 3.040 5.765 0.711  0.049
H: 2.817 9.230 1.036  0.088
C: -5.449 1.505 -1.435  -0.202
C: -4.021 1.151 -1.651  -0.196
O: -3.110 2.270 -1.962  -0.089
O: -5.548 2.376 -0.287  -0.057
H: -5.843 0.518 -1.194  0.084
H: -6.061 1.673 -2.321  0.136
H: -3.954 0.623 -2.603  0.106
H: -3.623 0.450 -0.918  0.121
H: -2.219 2.002 -1.728  0.039
H: -6.462 2.661 -0.359  0.110
C: 0.245 -0.275 -4.872  -0.149
C: -0.542 -1.124 -5.831  -0.233
O: -0.115 -2.475 -6.071  -0.063
O: -0.021 -0.541 -3.455  -0.102
H: -0.096 0.744 -5.054  0.138
H: 1.263 -0.529 -5.167  0.117
H: -0.550 -0.680 -6.827  0.121
H: -1.531 -1.129 -5.373  0.105
H: 0.043 -2.658 -7.000  0.095
H: 0.538 -1.262 -3.154  0.020
C: -1.816 5.529 3.822  -0.225
C: -2.004 5.482 2.313  -0.220
O: -2.174 6.840 1.842  -0.075
O: -3.011 6.030 4.466  -0.062
H: -1.042 6.230 4.134  0.116
H: -1.590 4.508 4.128  0.109
H: -2.849 4.829 2.093  0.100
H: -1.270 4.914 1.742  0.118
H: -2.999 7.156 2.218  0.091
H: -2.608 6.686 5.040  0.078
C: 4.324 -2.267 -1.866  -0.176
C: 3.117 -2.587 -2.780  -0.226
O: 2.040 -1.803 -2.369  -0.108
O: 4.460 -0.842 -1.829  -0.100
H: 5.152 -2.660 -2.455  0.123
H: 4.201 -2.881 -0.974  0.114
H: 2.807 -3.632 -2.746  0.116
H: 3.218 -2.267 -3.817  0.101
H: 2.326 -0.957 -2.017  0.064
H: 4.616 -0.600 -0.913  0.038
C: 0.462 0.862 -0.766  -0.208
C: -0.086 -0.280 0.070  -0.209
O: 0.809 -0.973 0.895  -0.105
O: -0.501 1.302 -1.676  -0.075
H: 1.352 0.623 -1.348  0.104
H: 0.716 1.764 -0.208  0.132
H: -0.662 -1.006 -0.503  0.113
H: -0.822 0.153 0.747  0.108
H: 0.332 -1.725 1.254  0.053
H: -0.344 0.767 -2.458  0.033
C: -1.142 -7.914 1.640  -0.239
C: -0.197 -7.209 0.673  -0.263
O: -0.354 -7.713 -0.642  -0.070
O: -2.395 -7.391 1.392  -0.064
H: -0.814 -7.579 2.624  0.115
H: -0.995 -8.992 1.575  0.130
H: 0.858 -7.268 0.940  0.102
H: -0.372 -6.135 0.610  0.099
H: -0.021 -7.062 -1.264  0.041
H: -2.621 -7.591 0.481  0.108
C: -3.145 0.428 -7.301  -0.260
C: -4.294 0.704 -8.251  -0.278
O: -4.485 -0.274 -9.200  -0.037
O: -2.976 1.334 -6.218  -0.044
H: -2.240 0.256 -7.883  0.107
H: -3.224 -0.559 -6.845  0.100
H: -4.156 1.643 -8.786  0.132
H: -5.242 0.788 -7.719  0.123
H: -4.381 -1.093 -8.710  0.085
H: -2.460 1.012 -5.475  0.061
C: -1.966 6.530 -1.681  -0.169
C: -2.490 5.061 -1.914  -0.205
O: -3.241 4.668 -0.762  -0.109
O: -0.843 6.528 -0.746  -0.100
H: -2.699 7.272 -1.365  0.115
H: -1.599 6.961 -2.612  0.105
H: -1.803 4.250 -2.156  0.101
H: -3.269 5.037 -2.676  0.109
H: -3.694 3.856 -1.001  0.021
H: -1.227 6.604 0.131  0.018
C: -5.308 -4.069 -4.016  -0.249
C: -4.100 -3.508 -3.182  -0.309
O: -4.470 -2.512 -2.394  -0.045
O: -6.056 -4.943 -3.266  -0.033
H: -4.855 -4.652 -4.818  0.117
H: -5.847 -3.230 -4.455  0.117
H: -3.439 -3.174 -3.982  0.112
H: -3.540 -4.247 -2.609  0.126
H: -4.090 -1.803 -2.918  0.091
H: -5.976 -4.638 -2.359  0.083
C: 8.011 1.294 -3.179  -0.179
C: 7.108 0.969 -1.981  -0.234
O: 7.003 1.880 -0.862  -0.077
O: 7.536 2.451 -3.984  -0.082
H: 7.973 0.379 -3.770  0.112
H: 9.056 1.450 -2.909  0.112
H: 7.341 0.106 -1.358  0.125
H: 6.127 0.745 -2.398  0.078
H: 6.503 2.649 -1.146  0.062
H: 7.599 3.278 -3.500  0.072
C: 0.300 -5.090 5.882  -0.239
C: 0.758 -3.943 6.788  -0.138
O: 1.815 -3.293 5.956  -0.139
O: 1.367 -5.830 5.304  -0.082
H: -0.290 -4.606 5.103  0.097
H: -0.345 -5.766 6.443  0.118
H: 1.182 -4.333 7.713  0.115
H: 0.088 -3.132 7.072  0.101
H: 1.495 -2.557 5.428  0.006
H: 2.007 -5.179 5.006  0.053

Forces on atoms 1 to 3 (eV/Å):
C 4.6 -0.5 1.9
O 0.9 6.1 -2.6
N -8.4 -5.0 -0.3